The following is a DFT calculation (wB97M-V/def2-TZVPD) of one molecule with the formula C7H12P2 in a non-equilibrium geometry.

The calculation puts the total energy at -26025.1065 eV. As for the total charge: 0. The energy above the lowest of the compared OMol25 structures with the same formula, charge and spin comes out at 4.679 eV.

Each line ends with the Löwdin charge.
Cartesian coordinates (Å):
C (-0.25226, -0.40243, 0.69165)  -0.160
C (-0.61048, -0.92043, 1.75123)  0.017
C (0.24679, -0.04878, -0.49559)  -0.145
C (-2.04592, -2.67328, 2.70504)  -0.094
C (2.25136, 0.53807, -2.74441)  -0.182
C (-1.03308, -1.55300, 2.97423)  -0.251
C (1.10649, 1.53885, -2.69168)  -0.487
P (-0.94507, 3.40250, -1.31019)  0.342
P (0.33166, 1.65704, -1.03765)  0.466
H (-2.30445, -3.16522, 3.64154)  0.074
H (-1.62658, -3.41004, 2.02242)  0.079
H (-2.95232, -2.26723, 2.25920)  0.079
H (1.88678, -0.46489, -2.54083)  0.049
H (2.71766, 0.55401, -3.72586)  0.067
H (3.00615, 0.78459, -1.99846)  0.065
H (-1.47208, -0.81447, 3.65488)  0.116
H (-0.14959, -1.98072, 3.46120)  0.126
H (0.31653, 1.26742, -3.40026)  0.077
H (1.44791, 2.54613, -2.95261)  0.066
H (-1.35204, 3.34554, 0.02003)  -0.308
H (1.43253, 2.06633, -0.28389)  0.003



The following is a DFT calculation (wB97M-V/def2-TZVPD) of a 3-piece molecular cluster, C25H41Br3O9 overall.

The SMILES is C/C(Br)=C(/Br)C1=C(O)C(=O)C(CC(C)C)=C(Br)C1=O.COCCOCCOC.COCCOCCOC. The calculation puts the total energy at -255140.6049 eV. As for the total charge: 0.

Each line ends with the Löwdin charge.
Cartesian coordinates (Å):
C (6.64890, -0.69528, 1.58986)  -0.117
C (6.42403, -1.58996, 0.41208)  -0.756
Br (7.57253, -3.08099, 0.33100)  0.754
C (5.49307, -1.37529, -0.51225)  -0.675
Br (5.26281, -2.48390, -2.03614)  0.785
C (4.52994, -0.27336, -0.48118)  -0.165
C (3.66746, -0.03798, 0.51705)  -0.187
O (3.54303, -0.78656, 1.62092)  0.120
C (2.75376, 1.14542, 0.43232)  -0.254
O (2.44132, 1.73657, 1.44248)  0.141
C (2.25334, 1.50548, -0.92150)  -0.188
C (0.87822, 2.07411, -1.00115)  -0.131
C (-0.19566, 0.98825, -0.77901)  -0.407
C (-1.55236, 1.60673, -0.46427)  -0.061
C (-0.28913, 0.00725, -1.94391)  -0.057
C (3.10932, 1.25368, -1.91582)  -0.528
Br (2.73955, 1.64868, -3.70674)  0.870
C (4.45875, 0.65694, -1.64463)  -0.411
O (5.42674, 0.93868, -2.30176)  0.107
H (6.01535, -1.01262, 2.42265)  0.084
H (7.68049, -0.74936, 1.92426)  0.065
H (6.38774, 0.33130, 1.33452)  0.090
H (3.09698, -0.26699, 2.30914)  0.107
H (0.73682, 2.56843, -1.96318)  0.100
H (0.75546, 2.82313, -0.21725)  0.123
H (0.12091, 0.41247, 0.09975)  0.129
H (-1.47204, 2.45220, 0.21915)  0.078
H (-2.19953, 0.86644, 0.00938)  0.084
H (-2.06145, 1.94451, -1.36890)  0.070
H (-0.86575, 0.42996, -2.76870)  0.066
H (-0.78689, -0.91090, -1.63061)  0.085
H (0.69667, -0.27056, -2.31928)  0.061
C (-2.16212, 1.76940, -6.41107)  -0.110
O (-3.47865, 1.81521, -5.91251)  -0.191
C (-3.69915, 0.83674, -4.91169)  -0.205
C (-4.82782, 1.23708, -3.99160)  -0.180
O (-4.45958, 2.20917, -3.02532)  -0.136
C (-4.37704, 3.55697, -3.46035)  -0.185
C (-5.71698, 4.23714, -3.61631)  -0.210
O (-6.34163, 3.85168, -4.82663)  -0.195
C (-7.72516, 4.11600, -4.82388)  -0.113
H (-1.93952, 0.79994, -6.87167)  0.090
H (-2.05812, 2.54993, -7.16189)  0.088
H (-1.44008, 1.95540, -5.60650)  0.085
H (-2.79041, 0.69506, -4.31290)  0.110
H (-3.94979, -0.11920, -5.39244)  0.130
H (-5.10248, 0.35443, -3.40994)  0.128
H (-5.70237, 1.55214, -4.56433)  0.124
H (-3.79246, 3.64444, -4.37870)  0.124
H (-3.83892, 4.07547, -2.66368)  0.126
H (-5.56402, 5.32581, -3.61944)  0.129
H (-6.35286, 3.97808, -2.76052)  0.129
H (-8.23007, 3.57264, -4.01650)  0.088
H (-8.12454, 3.77917, -5.77817)  0.088
H (-7.92786, 5.18777, -4.71241)  0.088
C (0.63386, -0.14188, 4.02682)  -0.105
O (1.22376, -1.38494, 4.33421)  -0.199
C (2.12563, -1.30494, 5.42476)  -0.203
C (2.33413, -2.66216, 6.05510)  -0.184
O (1.27139, -3.07627, 6.89549)  -0.124
C (0.10493, -3.58229, 6.26594)  -0.184
C (0.24762, -4.99445, 5.74855)  -0.210
O (0.95591, -5.01302, 4.52263)  -0.197
C (1.46864, -6.28949, 4.21812)  -0.113
H (1.39071, 0.59174, 3.72002)  0.076
H (-0.05542, -0.30125, 3.19931)  0.089
H (0.07631, 0.25968, 4.88005)  0.093
H (1.74573, -0.60950, 6.18255)  0.130
H (3.09637, -0.93062, 5.06632)  0.125
H (3.20130, -2.58442, 6.71449)  0.129
H (2.55488, -3.41090, 5.29130)  0.124
H (-0.24086, -2.91656, 5.47242)  0.123
H (-0.65266, -3.59589, 7.05204)  0.128
H (-0.75454, -5.41866, 5.59311)  0.128
H (0.76927, -5.60126, 6.49904)  0.129
H (2.16357, -6.63181, 4.99383)  0.089
H (2.00531, -6.21026, 3.27506)  0.088
H (0.66545, -7.02777, 4.10904)  0.088



The following is a DFT calculation (wB97M-V/def2-TZVPD) of a 2-piece molecular cluster, C4H5ClN2O overall in a non-equilibrium geometry.

The calculation puts the total energy at -21774.1571 eV. As for the total charge: 0. The energy above the lowest of the compared OMol25 structures with the same formula, charge and spin comes out at 5.280 eV.

Each line ends with the Löwdin charge.
Cartesian coordinates (Å):
C (2.20613, 0.69857, 0.96013)  0.127
C (-0.07544, 1.59695, 0.53286)  0.091
C (1.24680, -0.85533, -0.53489)  -0.098
C (-0.11939, -0.53300, -0.72618)  -0.434
N (2.06858, -0.29599, 0.32303)  -0.007
N (-0.69620, 0.72401, -0.22038)  0.033
O (-0.89998, -1.25800, -1.35610)  -0.032
Cl (-3.46236, -1.42404, 0.26392)  0.254
H (2.27892, 1.13891, 1.89164)  0.052
H (-0.48444, 2.53263, 0.89226)  0.037
H (1.74065, -1.74098, -0.95986)  0.122
H (-1.53769, 0.77810, -0.79565)  0.137
H (-2.26560, -1.36182, -0.27078)  -0.280



The following is a DFT calculation (wB97M-V/def2-TZVPD) of a 5-piece molecular cluster, C2H15NO5 overall in a non-equilibrium geometry.

The SMILES is NCCO.O.O.O.O. The calculation puts the total energy at -14043.6908 eV. As for the total charge: 0. The energy above the lowest of the compared OMol25 structures with the same formula, charge and spin comes out at 1.740 eV.

Each line ends with the Löwdin charge.
Cartesian coordinates (Å):
N (-1.13549, 1.77755, -0.93193)  -0.003
C (-0.87903, 2.18498, 0.45833)  -0.281
C (0.44787, 1.98079, 1.12853)  -0.237
O (1.38911, 2.99370, 0.68027)  -0.093
H (-0.77409, 2.51156, -1.53454)  0.064
H (-0.60943, 0.92695, -1.11872)  0.046
H (-1.63479, 1.63905, 1.01287)  0.098
H (-1.26256, 3.22955, 0.48086)  0.123
H (0.80497, 1.00040, 0.84579)  0.070
H (0.54049, 1.95991, 2.23943)  0.130
H (1.94613, 3.24875, 1.41298)  0.064
O (-2.63797, -1.97896, -0.82617)  -0.054
H (-1.69526, -2.09222, -0.97633)  0.008
H (-2.80016, -1.01303, -0.78951)  0.053
O (-0.35673, -3.51355, 0.94452)  -0.041
H (-0.86614, -2.89665, 0.41868)  -0.010
H (-0.28294, -4.32446, 0.44476)  0.038
O (1.32503, -1.26708, 0.88360)  -0.081
H (2.09659, -1.36041, 1.43747)  0.042
H (1.23543, -1.72290, 0.03090)  0.000
O (1.62039, -1.21304, -1.78308)  -0.048
H (1.71473, -0.27476, -1.92716)  0.047
H (1.81382, -1.79612, -2.53153)  0.065



Repeat the fourth record exactly.
The following is a DFT calculation (wB97M-V/def2-TZVPD) of a 5-piece molecular cluster, C2H15NO5 overall in a non-equilibrium geometry.

The SMILES is NCCO.O.O.O.O. The calculation puts the total energy at -14043.6908 eV. As for the total charge: 0. The energy above the lowest of the compared OMol25 structures with the same formula, charge and spin comes out at 1.740 eV.

Each line ends with the Löwdin charge.
Cartesian coordinates (Å):
N (-1.13549, 1.77755, -0.93193)  -0.003
C (-0.87903, 2.18498, 0.45833)  -0.281
C (0.44787, 1.98079, 1.12853)  -0.237
O (1.38911, 2.99370, 0.68027)  -0.093
H (-0.77409, 2.51156, -1.53454)  0.064
H (-0.60943, 0.92695, -1.11872)  0.046
H (-1.63479, 1.63905, 1.01287)  0.098
H (-1.26256, 3.22955, 0.48086)  0.123
H (0.80497, 1.00040, 0.84579)  0.070
H (0.54049, 1.95991, 2.23943)  0.130
H (1.94613, 3.24875, 1.41298)  0.064
O (-2.63797, -1.97896, -0.82617)  -0.054
H (-1.69526, -2.09222, -0.97633)  0.008
H (-2.80016, -1.01303, -0.78951)  0.053
O (-0.35673, -3.51355, 0.94452)  -0.041
H (-0.86614, -2.89665, 0.41868)  -0.010
H (-0.28294, -4.32446, 0.44476)  0.038
O (1.32503, -1.26708, 0.88360)  -0.081
H (2.09659, -1.36041, 1.43747)  0.042
H (1.23543, -1.72290, 0.03090)  0.000
O (1.62039, -1.21304, -1.78308)  -0.048
H (1.71473, -0.27476, -1.92716)  0.047
H (1.81382, -1.79612, -2.53153)  0.065



Number 2 is which compound?
C25H41Br3O9